{"formula": "C16H54B2HgO7", "method": "ωB97M-V/def2-TZVPD", "homo_ha": -0.3402, "e_above_lowest_kcal_mol": 56.9, "energy_ha": -1371.495220, "symbols": ["Hg", "O", "H", "H", "H", "B", "H", "H", "H", "H", "B", "H", "H", "H", "H", "C", "O", "H", "H", "H", "C", "C", "C", "O", "H", "H", "H", "H", "H", "H", "H", "H", "C", "C", "C", "O", "H", "H", "H", "H", "H", "H", "H", "H", "C", "C", "C", "O", "H", "H", "H", "H", "H", "H", "H", "H", "C", "C", "C", "O", "H", "H", "H", "H", "H", "H", "H", "H", "C", "C", "C", "O", "H", "H", "H", "H", "H", "H", "H", "H"], "coordinates": [[-14.38130, -11.08771, -12.99314], [-10.89098, -11.12109, -13.93241], [-10.91437, -10.43786, -14.69163], [-10.23200, -11.81289, -14.06011], [-11.78853, -11.43166, -13.54750], [-13.36727, -9.18991, -14.17074], [-14.20939, -8.81744, -13.49088], [-13.77927, -9.93218, -14.93700], [-12.90010, -8.27245, -14.67025], [-12.56549, -9.66827, -13.50325], [-15.98487, -12.09267, -14.61869], [-15.00172, -12.65015, -14.37289], [-16.55281, -11.95940, -13.62805], [-15.63965, -11.04760, -14.95704], [-16.54574, -12.61558, -15.46291], [-11.95065, -13.48445, -12.65515], [-12.41410, -12.25304, -13.11317], [-11.98226, -14.25683, -13.43339], [-10.88664, -13.48653, -12.37076], [-12.46090, -13.82955, -11.74983], [-12.87665, -12.96137, -16.88662], [-13.99373, -13.87823, -17.30867], [-14.38636, -14.91069, -16.26178], [-15.15093, -13.15207, -17.69614], [-12.39869, -12.52088, -17.77201], [-12.05081, -13.45828, -16.37480], [-13.16637, -12.02267, -16.40789], [-13.67627, -14.34849, -18.24248], [-15.11626, -15.59431, -16.69511], [-14.80033, -14.43183, -15.37786], [-13.56452, -15.49543, -15.83840], [-15.59125, -12.70523, -16.95224], [-13.01098, -5.48183, -13.09275], [-11.72727, -6.18574, -12.67106], [-10.90565, -5.59408, -11.55979], [-12.05470, -7.52254, -12.25952], [-13.74638, -5.42229, -12.28967], [-13.44223, -6.05661, -13.91143], [-12.81697, -4.45219, -13.40034], [-11.02033, -6.36323, -13.49045], [-10.78149, -4.55279, -11.88080], [-9.94325, -6.09994, -11.53375], [-11.35600, -5.48386, -10.57349], [-12.56609, -7.99701, -12.95020], [-18.35918, -9.05005, -12.96757], [-16.87730, -8.80756, -13.24705], [-16.57971, -7.41122, -12.74799], [-16.30112, -9.82076, -12.41340], [-18.63005, -9.98354, -13.46668], [-19.02532, -8.30586, -13.41465], [-18.66789, -9.08114, -11.92131], [-16.66550, -8.92809, -14.30554], [-15.64671, -7.03081, -13.16637], [-16.48914, -7.24189, -11.67217], [-17.38170, -6.71719, -13.00719], [-16.74265, -9.90574, -11.56728], [-12.37562, -11.03734, -9.57146], [-13.53693, -10.05139, -9.72600], [-13.44443, -8.81405, -8.84736], [-13.68158, -9.65114, -11.09489], [-12.36639, -11.48091, -8.57478], [-11.42665, -10.52820, -9.74256], [-12.53215, -11.85292, -10.27775], [-14.41639, -10.59262, -9.36906], [-12.71937, -8.06718, -9.18117], [-13.22105, -9.08407, -7.81382], [-14.36298, -8.22423, -8.80056], [-13.06071, -8.92713, -11.28800], [-12.22489, -9.41818, -18.19145], [-11.12427, -8.96017, -17.20864], [-10.88891, -7.47489, -16.98952], [-11.27407, -9.66575, -15.99759], [-12.31578, -10.49708, -18.29539], [-12.08953, -8.88181, -19.13225], [-13.23378, -9.13533, -17.87368], [-10.19909, -9.24121, -17.72064], [-10.31382, -7.31911, -16.07389], [-11.77716, -6.87112, -16.77776], [-10.37972, -6.99530, -17.82421], [-11.97039, -9.26847, -15.44738]], "lowdin_charge": [1.1841, 0.1362, 0.0963, 0.1379, -0.1544, -0.4608, -0.0031, 0.0138, 0.0328, -0.0001, -0.4141, -0.0451, -0.0405, -0.0414, -0.0018, -0.1818, -0.3197, 0.0767, 0.0798, 0.0743, -0.0550, -0.4843, -0.0556, -0.0663, 0.0610, 0.0782, 0.0721, 0.1330, 0.0806, 0.0435, 0.0718, 0.0324, -0.0373, -0.4726, -0.0545, -0.1144, 0.0833, 0.0655, 0.0799, 0.1336, 0.0810, 0.0822, 0.0804, -0.0140, -0.0620, -0.4281, -0.0507, -0.1618, 0.0878, 0.0823, 0.0885, 0.1486, 0.0561, 0.0901, 0.0813, 0.1033, -0.0358, -0.4584, -0.0486, -0.1221, 0.0825, 0.0909, 0.0571, 0.1351, 0.0800, 0.0831, 0.0793, 0.0666, -0.0268, -0.4434, -0.0512, -0.1012, 0.0541, 0.0803, 0.0846, 0.1338, 0.0769, 0.0774, 0.0797, -0.0027]}